C2H8N2 | ωB97M-V/def2-TZVPD

Each line ends with the Mulliken charge.
Positions of all 12 atoms, in Å:
C: 1.568874 0.674409 -0.055545  -0.831
N: 0.446461 -0.091142 0.533195  -0.336
C: -0.770928 0.117782 -0.231472  -0.247
N: -1.918675 -0.568277 0.417905  -0.638
H: 2.312338 -0.150569 -0.121195  0.302
H: 1.497176 1.147556 -1.041716  0.277
H: 2.128242 1.353528 0.617805  0.260
H: 0.686282 -1.059772 0.714276  0.253
H: -0.783666 -0.280583 -1.238568  0.256
H: -0.875780 1.203294 -0.195237  0.244
H: -1.837446 -1.421954 0.970932  0.219
H: -2.452878 -0.924271 -0.370381  0.242

Force components x, y, z for each atom (eV/Å):
C 2.2 -2.1 1.1
N -0.3 1.4 -0.6
C 0.0 -1.3 2.2
N -1.0 0.1 -0.9
H 0.2 0.8 -0.7
H -0.7 -0.3 0.2
H -1.0 0.1 0.0
H -0.1 0.2 -0.5
H 0.7 0.3 -0.7
H -0.6 -0.1 -0.4
H 1.2 0.6 0.1
H -0.4 0.3 0.2

Its structure (SMILES) is CNCN. The HOMO energy is -8.59 eV. The value obtained for the gap between HOMO and LUMO is 9.770 eV. Its energy above the lowest of the compared OMol25 structures with the same formula, charge and spin is 1.1225 eV. Its strongest force on any atom is 3.2 eV/A.

=====

C2H8N2 | ωB97M-V/def2-TZVPD

Each line ends with the Mulliken charge.
Positions of all 12 atoms, in Å:
C: 2.008903 1.397609 -0.165894  -0.858
C: 1.238795 0.425764 -0.627141  0.174
N: 0.430037 -0.374359 0.169681  -0.464
H: 2.099066 1.681110 0.861279  0.238
H: 2.599592 2.001461 -0.841717  0.236
H: 1.144703 0.184066 -1.683030  0.263
H: 0.661720 -0.395792 1.145170  0.133
H: -0.138356 -1.138775 -0.130943  0.247
N: -2.843446 -1.098878 0.559032  -0.659
H: -3.562682 -0.391953 0.701546  0.236
H: -2.030646 -0.554069 0.279754  0.224
H: -3.152586 -1.587375 -0.274481  0.229

Force components x, y, z for each atom (eV/Å):
C 0.6 0.6 -0.7
C -0.8 -0.9 -0.1
N 0.2 0.4 0.6
H -0.2 -0.2 0.6
H -0.1 -0.2 -0.1
H 0.2 0.3 0.1
H -0.1 0.0 0.2
H 0.3 -0.1 -0.5
N -0.2 0.4 -0.2
H 0.0 -0.1 0.2
H 0.0 0.0 0.1
H 0.1 -0.2 0.0

Its structure (SMILES) is C=CN.N. The HOMO energy is -8.26 eV. The value obtained for the gap between HOMO and LUMO is 9.257 eV. Its energy above the lowest of the compared OMol25 structures with the same formula, charge and spin is 0.4669 eV. Its strongest force on any atom is 1.2 eV/A.

=====

C2H8N2O | ωB97M-V/def2-TZVPD

Each line ends with the Mulliken charge.
Positions of all 13 atoms, in Å:
H: -1.282084 -0.239796 -1.777993  0.216
N: -0.524857 -0.762205 -1.345919  -0.666
C: 0.597603 -0.423342 -1.835817  0.005
N: 1.752226 -0.554170 -1.161247  -0.377
H: 0.647291 -0.150539 -2.893909  0.328
H: 2.605586 -0.430008 -1.676242  0.216
H: 1.688978 -0.964266 -0.239023  0.253
C: -0.890598 0.815075 2.124091  -0.566
O: -1.275444 -0.373435 1.449072  -0.503
H: -1.795359 1.389212 2.343007  0.232
H: -0.308671 0.595324 3.016623  0.222
H: -0.312499 1.443145 1.451338  0.254
H: -0.902172 -0.344995 0.546015  0.387

Force components x, y, z for each atom (eV/Å):
H -0.1 -0.8 -0.6
N -0.4 1.1 1.3
C -0.5 -0.5 -0.8
N 0.0 0.0 -0.4
H 0.5 0.7 0.2
H 0.2 -0.3 0.4
H 0.4 0.1 -0.2
C -0.5 0.0 -0.8
O 0.4 0.1 0.0
H 0.1 0.0 0.4
H -0.1 0.0 0.1
H 0.4 0.2 0.0
H -0.3 -0.5 0.2

Its structure (SMILES) is [H]/N=C/N.CO. The HOMO energy is -9.52 eV. The value obtained for the gap between HOMO and LUMO is 10.308 eV. Its energy above the lowest of the compared OMol25 structures with the same formula, charge and spin is 1.6808 eV. Its strongest force on any atom is 1.8 eV/A.

=====

C2H8N2O | ωB97M-V/def2-TZVPD

Each line ends with the Mulliken charge.
Positions of all 13 atoms, in Å:
N: 1.201077 -1.499306 0.558153  -0.512
C: 0.974048 -0.110604 0.529908  -0.209
C: 0.596229 0.592026 -0.546661  -0.318
N: -0.015518 1.856189 -0.391663  -0.451
H: 2.002390 -1.888735 1.033972  0.237
H: 1.357666 -1.830345 -0.396791  0.235
H: 1.068327 0.415189 1.471085  0.272
H: 0.411556 0.170624 -1.527068  0.326
H: 0.423558 2.490477 0.258712  0.200
H: -0.228542 2.369968 -1.225011  0.210
O: -2.410689 -0.737592 -0.073475  -0.678
H: -1.543208 -1.174611 -0.019328  0.348
H: -2.120755 0.167366 -0.123340  0.339

Force components x, y, z for each atom (eV/Å):
N 0.3 -0.8 -1.4
C 0.6 0.3 -0.3
C -0.8 -0.1 0.6
N -0.1 0.6 0.2
H 0.1 0.7 0.7
H -0.5 0.0 0.2
H -0.2 -0.1 0.2
H 0.3 -0.3 0.0
H 0.1 -0.2 0.2
H 0.2 -0.1 -0.4
O 0.6 -0.7 0.0
H -0.5 -0.2 0.1
H -0.1 0.9 0.0

Its structure (SMILES) is N/C=C/N.O. The HOMO energy is -7.64 eV. The value obtained for the gap between HOMO and LUMO is 8.642 eV. Its energy above the lowest of the compared OMol25 structures with the same formula, charge and spin is 1.7277 eV. Its strongest force on any atom is 1.6 eV/A.

=====

C2H8N2O | ωB97M-V/def2-TZVPD

Each line ends with the Mulliken charge.
Positions of all 13 atoms, in Å:
N: -2.138628 -0.142123 0.200243  -0.493
C: -0.800991 -0.152732 -0.288683  -0.195
C: 0.083158 -1.076984 0.070676  -0.319
N: 1.475313 -0.987028 -0.198068  -0.486
H: -2.816404 0.050829 -0.520247  0.222
H: -2.349459 -0.967338 0.739407  0.204
H: -0.542868 0.763082 -0.804134  0.370
H: -0.146597 -1.877269 0.756904  0.271
H: 1.718284 -0.489867 -1.041103  0.224
H: 1.921623 -1.889699 -0.178947  0.221
O: 1.076045 2.297511 0.060067  -0.636
H: 0.971213 1.519666 0.620682  0.329
H: 1.549311 2.951952 0.583202  0.289

Force components x, y, z for each atom (eV/Å):
N 0.6 0.2 0.0
C -0.8 -0.1 0.6
C 0.8 0.6 -0.3
N -0.1 -0.1 0.3
H -0.1 -0.2 0.1
H -0.3 -0.1 -0.2
H 0.2 -0.2 -0.3
H -0.4 -0.2 -0.1
H -0.1 0.0 0.0
H 0.1 0.0 -0.1
O 0.0 0.1 -0.1
H 0.1 0.0 0.1
H 0.0 -0.1 0.0

Its structure (SMILES) is N/C=C/N.O. The HOMO energy is -7.34 eV. The value obtained for the gap between HOMO and LUMO is 8.422 eV. Its energy above the lowest of the compared OMol25 structures with the same formula, charge and spin is 1.5846 eV. Its strongest force on any atom is 1.1 eV/A.

=====

C2H8N2O | ωB97M-V/def2-TZVPD

Each line ends with the Mulliken charge.
Positions of all 13 atoms, in Å:
C: -0.433454 -1.453305 -2.063104  -0.037
O: -1.083818 -2.471814 -2.087580  -0.409
H: -0.544164 -0.770788 -2.923702  0.254
H: 0.244760 -1.330641 -1.214852  0.188
N: -1.050208 1.131289 1.310573  -0.623
C: 0.305002 1.124675 0.800283  -0.345
N: 0.894132 -0.257555 0.804781  -0.709
H: -1.125790 0.324378 1.922258  0.252
H: -1.679591 0.959102 0.536446  0.272
H: 0.958097 1.774237 1.396354  0.328
H: 0.384723 1.541486 -0.201544  0.318
H: 1.486864 -0.243000 1.602421  0.265
H: 1.643448 -0.328068 0.117671  0.244

Force components x, y, z for each atom (eV/Å):
C -0.6 -1.4 -0.3
O -0.1 0.2 0.0
H 0.4 0.5 0.4
H 0.2 0.7 -0.1
N 0.3 0.0 -0.3
C 0.9 -0.3 -0.1
N 0.3 0.8 -0.5
H -0.2 0.1 0.1
H -0.2 -0.1 0.1
H -0.3 0.0 0.2
H -0.5 0.0 -0.2
H 0.2 -0.5 1.4
H -0.4 0.1 -0.6

Its structure (SMILES) is C=O.NCN. The HOMO energy is -9.86 eV. The value obtained for the gap between HOMO and LUMO is 10.683 eV. Its energy above the lowest of the compared OMol25 structures with the same formula, charge and spin is 2.3641 eV. Its strongest force on any atom is 1.6 eV/A.

=====

C2H8N2O | ωB97M-V/def2-TZVPD

Each line ends with the Mulliken charge.
Positions of all 13 atoms, in Å:
C: -0.521093 -1.680092 -0.202180  -0.765
N: -0.521085 -0.262298 0.097534  -0.187
C: 0.195461 0.636212 -0.668399  0.583
N: 0.009894 1.968406 -0.486201  -0.400
O: 0.969220 0.232401 -1.522316  -0.640
H: -1.227008 -2.203362 0.473238  0.324
H: 0.496517 -2.085439 -0.031079  0.233
H: -0.824949 -1.857722 -1.252717  0.240
H: -1.238480 0.096742 0.744545  0.209
H: 0.640430 2.632827 -0.954332  0.234
H: -0.605161 2.317124 0.260492  0.178
H: 1.512349 -0.028883 1.485509  -0.108
H: 1.113906 0.234085 2.055904  0.099

Force components x, y, z for each atom (eV/Å):
C 0.2 -0.3 -0.1
N -1.3 1.3 0.6
C 0.2 -1.2 -0.7
N -0.7 1.3 1.1
O 0.2 -0.2 0.0
H 0.4 0.4 -0.4
H -0.6 0.1 -0.2
H 0.3 0.0 0.5
H 0.8 -0.4 -0.7
H -0.6 -0.9 0.5
H 0.7 -0.2 -0.8
H 0.1 0.1 0.3
H 0.3 0.0 0.0

Its structure (SMILES) is CNC(N)=O.[H][H]. The HOMO energy is -9.45 eV. The value obtained for the gap between HOMO and LUMO is 10.324 eV. Its energy above the lowest of the compared OMol25 structures with the same formula, charge and spin is 1.1761 eV. Its strongest force on any atom is 1.9 eV/A.

=====

C2H8N2O2 | ωB97M-V/def2-TZVPD

Each line ends with the Mulliken charge.
Positions of all 14 atoms, in Å:
C: 1.431012 0.545517 0.821605  -0.918
N: 0.194396 -0.000800 0.272458  0.149
C: -0.792145 1.011731 -0.623312  -0.334
O: -1.868111 0.838884 0.112429  -0.762
O: 0.535904 -1.287251 -0.331575  -0.213
N: -0.589839 -2.047544 -0.657108  -0.409
H: 1.862526 -0.155205 1.534994  0.310
H: 2.137333 0.725428 0.011707  0.313
H: 1.192092 1.486005 1.316052  0.377
H: -0.779418 0.027004 0.892409  0.373
H: -0.283952 1.990894 -0.584569  0.273
H: -0.737828 0.593159 -1.644255  0.283
H: -1.167587 -1.524508 -1.311645  0.283
H: -1.134381 -2.203313 0.190811  0.275

Force components x, y, z for each atom (eV/Å):
C 0.0 -0.2 0.0
N -1.0 0.0 0.0
C -0.1 -0.6 0.7
O 0.0 0.4 -0.5
O -0.2 0.6 0.4
N 0.0 0.1 0.0
H 0.0 0.0 0.0
H 0.0 0.0 0.0
H 0.0 -0.1 0.0
H 1.4 -0.5 -0.6
H 0.1 0.0 0.0
H -0.1 0.0 0.0
H 0.0 0.1 0.1
H 0.1 0.1 -0.1

Its structure (SMILES) is C[N@@H+](C[O-])ON. The HOMO energy is -8.80 eV. The value obtained for the gap between HOMO and LUMO is 9.642 eV. Its energy above the lowest of the compared OMol25 structures with the same formula, charge and spin is 6.1881 eV. Its strongest force on any atom is 1.6 eV/A.

=====

C2H8N2O2 | ωB97M-V/def2-TZVPD

Each line ends with the Mulliken charge.
Positions of all 14 atoms, in Å:
N: -0.316254 2.045902 0.725404  -0.321
C: -0.455005 2.415431 -0.507447  0.040
O: -0.908715 1.788812 -1.418863  -0.530
H: 0.376723 2.590441 1.304621  0.252
H: -0.468601 1.045658 0.935517  0.274
H: -0.602917 3.492583 -0.753083  0.348
N: 0.266320 -3.267833 0.353419  -0.557
C: 0.913921 -1.966181 0.324767  -0.392
O: 0.453767 -0.603335 0.282119  -0.494
H: -0.442139 -3.170587 -0.430779  0.258
H: -0.362781 -3.225138 1.230663  0.295
H: 1.482087 -1.932941 -0.660482  0.333
H: 1.407203 -1.912010 1.467661  0.209
H: -0.153959 -0.513804 -0.455838  0.286

Force components x, y, z for each atom (eV/Å):
N 1.9 -0.5 3.8
C -2.4 3.4 -2.2
O -0.2 -2.9 -1.6
H -1.4 -1.1 -0.8
H 0.6 0.8 0.0
H 1.6 0.4 1.0
N -4.0 2.4 0.4
C 3.8 0.4 1.9
O -2.0 -0.8 0.7
H 0.8 -0.9 0.9
H 1.1 -0.6 -1.6
H 0.5 -0.8 1.7
H -0.1 -0.3 -3.5
H -0.2 0.4 -0.6

Its structure (SMILES) is NC=O.NCO. The HOMO energy is -9.70 eV. The value obtained for the gap between HOMO and LUMO is 10.508 eV. Its energy above the lowest of the compared OMol25 structures with the same formula, charge and spin is 2.8160 eV. Its strongest force on any atom is 4.7 eV/A.

=====

C2H8N2O2 | ωB97M-V/def2-TZVPD

Each line ends with the Mulliken charge.
Positions of all 14 atoms, in Å:
N: 0.174091 -0.319551 -1.340755  -0.535
C: 1.081070 -0.749363 -0.257272  -0.521
C: 0.557926 -0.530330 1.181028  0.619
N: 1.355276 -0.851680 2.229841  -0.402
O: -0.543752 0.057265 1.370585  -0.650
H: -0.730081 -0.181382 -0.889543  0.233
H: 0.517408 0.404749 -1.875647  0.235
H: 1.846704 0.005304 -0.298207  0.260
H: 1.543717 -1.727244 -0.693818  0.270
H: 2.304354 -1.280234 2.213652  0.214
H: 0.958268 -0.613406 3.205297  0.276
O: -2.279980 1.993306 -2.487188  -0.638
H: -1.921889 1.118952 -2.869060  0.331
H: -2.468161 1.745463 -1.625999  0.310

Force components x, y, z for each atom (eV/Å):
N -1.7 -2.8 2.5
C 0.8 -0.3 -2.0
C -2.4 0.9 -0.1
N 0.1 -0.1 2.3
O 2.6 -1.6 -0.6
H 0.2 0.6 -0.6
H 0.5 2.0 -0.8
H 1.1 0.0 0.2
H -0.7 1.2 2.1
H -1.5 0.6 -0.4
H 0.9 -0.5 -2.5
O 1.5 -1.6 -3.5
H -0.8 2.1 0.7
H -0.7 -0.5 2.9

Its structure (SMILES) is NCC(N)=O.O. The HOMO energy is -9.40 eV. The value obtained for the gap between HOMO and LUMO is 10.107 eV. Its energy above the lowest of the compared OMol25 structures with the same formula, charge and spin is 1.5501 eV. Its strongest force on any atom is 4.2 eV/A.

=====

C2H8N2O2 | ωB97M-V/def2-TZVPD

Each line ends with the Mulliken charge.
Positions of all 14 atoms, in Å:
N: 0.062887 -0.388310 -2.303364  -0.357
C: 0.384449 -1.749130 -2.237316  0.109
O: 0.629686 -2.522487 -1.287059  -0.524
H: -0.513160 -0.277588 -3.204481  0.265
H: -0.063243 0.188441 -1.441269  0.251
H: 0.286044 -2.127099 -3.294483  0.253
N: 0.176456 1.593563 2.437110  -0.453
C: -0.496018 0.775290 1.535421  -0.132
O: 0.210055 -0.113384 0.693098  -0.507
H: 0.282932 2.547413 2.136481  0.216
H: 0.893268 1.195221 2.843627  0.166
H: -0.866936 1.591777 0.874274  0.162
H: -1.424571 0.242122 2.096475  0.237
H: 0.438153 -0.955828 1.151486  0.316

Force components x, y, z for each atom (eV/Å):
N -0.7 -1.2 -0.8
C -0.6 -1.1 1.1
O -0.3 2.7 -2.2
H 1.3 0.6 2.4
H -0.1 -0.9 -1.1
H 0.4 -0.2 0.7
N -3.1 2.3 -1.1
C -3.5 0.2 -0.4
O 0.4 -0.6 0.8
H 0.6 -0.2 0.1
H 4.6 -2.0 2.8
H -0.7 -1.3 -0.2
H 2.1 0.7 -1.5
H -0.4 0.9 -0.6

Its structure (SMILES) is NC=O.NCO. The HOMO energy is -9.50 eV. The value obtained for the gap between HOMO and LUMO is 10.406 eV. Its energy above the lowest of the compared OMol25 structures with the same formula, charge and spin is 2.2025 eV. Its strongest force on any atom is 5.7 eV/A.

=====

C2H8N2O2 | ωB97M-V/def2-TZVPD

Each line ends with the Mulliken charge.
Positions of all 14 atoms, in Å:
N: -0.106915 -1.142681 -0.980940  -0.594
C: -1.076094 -0.342263 -0.205946  -0.464
N: -0.334706 0.536067 0.652496  -0.109
C: -0.275323 0.347241 1.975955  0.027
O: -0.897647 -0.499700 2.587133  -0.580
H: -0.574602 -1.735175 -1.657216  0.211
H: 0.404172 -1.752460 -0.348773  0.207
H: -1.756051 -0.926583 0.395018  0.356
H: -1.623446 0.249207 -0.934097  0.305
H: 0.268991 1.206570 0.194451  0.292
H: 0.384681 1.058871 2.503659  0.347
O: 1.686689 1.300340 -1.216449  -0.697
H: 1.313301 0.414902 -1.413774  0.377
H: 2.586949 1.285666 -1.551517  0.320

Force components x, y, z for each atom (eV/Å):
N 0.1 0.0 0.1
C 0.6 0.0 -0.7
N -0.2 0.2 -0.5
C -0.1 0.0 0.9
O 0.1 -0.1 0.0
H 0.0 0.0 0.0
H -0.1 0.0 0.0
H -0.2 -0.1 0.2
H -0.2 0.1 0.0
H 0.1 0.0 0.3
H 0.0 0.0 -0.2
O -0.1 -0.4 -0.2
H 0.1 0.2 0.1
H 0.0 0.1 0.0

Its structure (SMILES) is NCNC=O.O. The HOMO energy is -9.76 eV. The value obtained for the gap between HOMO and LUMO is 10.542 eV. Its energy above the lowest of the compared OMol25 structures with the same formula, charge and spin is 0.5440 eV. Its strongest force on any atom is 0.9 eV/A.